[1]
Computed, not measured: one molecule with the formula C3H6O2, with ωB97M-V/def2-TZVPD.

The geometry in XYZ format:
```
11
Properties=species:S:1:pos:R:3
C 1.477 -0.544 -0.103
C 0.136 0.095 -0.220
O 0.095 1.179 -1.037
C -0.966 -0.310 0.414
O -2.133 0.432 0.223
H 2.227 0.214 0.148
H 1.468 -1.303 0.683
H 1.775 -1.008 -1.048
H -2.197 1.023 0.985
H -0.848 1.419 -1.082
H -1.032 -1.198 1.035
```

- HOMO energy: -8.604 eV
- Net charge: 0
- Energy relative to the best compared isomer or geometry (same formula, charge and spin): 28.0 kcal/mol
- Maximum force: 0.007 hartree/bohr
- HOMO-LUMO gap: 0.3448 Eh
- 2S+1: 1
- SMILES: C/C(O)=C/O

natural (NBO) atomic charge list, values in e, 4 entries: number 1, C, carries -0.65; number 2, C, carries 0.28; number 3, O, carries -0.68; number 4, C, carries -0.04

[2]
Computed, not measured: C10H7F2N2 as an isolated structure, with ωB97M-V/def2-TZVPD.

The geometry in XYZ format:
```
21
Properties=species:S:1:pos:R:3
C -3.318 0.153 0.018
C -2.524 -1.001 0.106
C -2.455 1.231 -0.118
C -1.208 -0.666 -0.071
C 0.073 -1.273 0.030
C 3.239 0.485 -0.067
C 2.532 -0.672 0.167
C 2.354 1.607 -0.049
C 1.126 -0.373 0.173
C 1.067 1.066 -0.135
N -1.225 0.795 -0.171
N -0.149 1.598 -0.189
F -0.360 2.331 1.359
F -0.212 2.770 -0.896
H -4.412 0.086 0.107
H -2.792 -2.040 0.353
H -2.582 2.259 -0.102
H 0.149 -2.292 0.123
H 4.238 0.691 -0.167
H 2.984 -1.699 0.290
H 2.447 2.618 -0.063
```

- HOMO energy (spin up / spin down): -12.828 / -12.829 eV
- Net charge: +1
- Energy relative to the best compared isomer or geometry (same formula, charge and spin): 0.0 kcal/mol
- Maximum force: 0.080 hartree/bohr
- HOMO-LUMO gap (spin up / spin down): 0.2194 / 0.2191 Eh
- 2S+1: 1

natural (NBO) atomic charge list, values in e, 4 entries: number 1, C, carries -0.27; number 2, C, carries -0.12; number 3, C, carries 0.09; number 4, C, carries 0.03

[3]
Computed, not measured: one molecule with the formula C4H8N2O, with ωB97M-V/def2-TZVPD.

The geometry in XYZ format:
```
15
Properties=species:S:1:pos:R:3
C -2.441 -0.679 -0.062
C 0.815 1.938 -0.009
C -1.254 -0.918 -0.755
C -0.061 -0.209 0.268
N -3.441 -0.460 0.457
N 0.772 -1.252 0.724
O 0.605 0.648 -0.627
H -0.205 2.412 0.310
H 1.370 2.578 -0.723
H 1.437 1.886 0.888
H -1.093 -2.078 -0.759
H -1.003 -0.432 -1.726
H -0.733 0.263 1.057
H 0.773 -2.085 0.088
H 1.682 -0.857 0.736
```

- HOMO energy: -9.748 eV
- Net charge: 0
- Energy relative to the best compared isomer or geometry (same formula, charge and spin): 68.5 kcal/mol
- Maximum force: 0.088 hartree/bohr
- HOMO-LUMO gap: 0.3875 Eh
- 2S+1: 1
- SMILES: CO[C@H](N)CC#N

natural (NBO) atomic charge list, values in e, 4 entries: number 1, C, carries 0.26; number 2, C, carries -0.27; number 3, C, carries -0.55; number 4, C, carries 0.29

[4]
Computed, not measured: one molecule with the formula C5H8OS, with ωB97M-V/def2-TZVPD.

The geometry in XYZ format:
```
15
Properties=species:S:1:pos:R:3
C -1.388 0.372 -0.469
C -0.895 1.100 0.653
C 0.069 0.911 -0.456
C 1.195 0.032 -0.356
C 1.512 -0.988 0.706
H -1.258 -2.082 -0.845
H -1.902 0.843 -1.370
H -0.807 0.454 1.525
H -1.327 2.113 0.649
H 0.154 1.935 -0.936
H 2.168 0.381 -0.857
H 0.817 -1.412 1.485
H 2.528 -0.995 0.941
O 1.193 -1.380 -0.656
S -2.058 -1.284 -0.014
```

- HOMO energy: -8.955 eV
- Net charge: 0
- Energy relative to the best compared isomer or geometry (same formula, charge and spin): 78.4 kcal/mol
- Maximum force: 0.080 hartree/bohr
- HOMO-LUMO gap: 0.3625 Eh
- 2S+1: 1
- SMILES: S[C@H]1C[C@H]1[C@H]1CO1

natural (NBO) atomic charge list, values in e, 4 entries: number 1, C, carries -0.33; number 2, C, carries -0.42; number 3, C, carries -0.28; number 4, C, carries 0.05

[5]
Computed, not measured: a 4-piece molecular cluster, C3H16NO3S overall, with ωB97M-V/def2-TZVPD.

The geometry in XYZ format:
```
24
Properties=species:S:1:pos:R:3
C -0.041 -1.431 1.730
C 0.070 -0.212 0.840
C -1.301 0.413 0.610
S -1.269 1.915 -0.439
N 0.995 0.775 1.498
H -0.462 -2.266 1.172
H -0.706 -1.256 2.576
H 0.921 -1.797 2.083
H 0.525 -0.419 -0.123
H -1.945 -0.294 0.111
H -1.746 0.702 1.560
H -1.108 1.269 -1.599
H 1.384 1.510 0.850
H 0.591 1.215 2.324
H 1.798 0.228 1.809
H -0.114 -1.041 -2.475
H 0.914 -0.203 -3.271
O 0.548 -0.334 -2.382
H 1.380 2.870 -0.895
H 2.254 3.628 0.140
O 1.993 2.746 -0.160
H -1.259 -3.342 -1.686
H -2.021 -2.283 -2.505
O -1.402 -2.391 -1.767
```

- HOMO energy: -12.689 eV
- Net charge: +1
- Energy relative to the best compared isomer or geometry (same formula, charge and spin): 0.0 kcal/mol
- Maximum force: 0.017 hartree/bohr
- HOMO-LUMO gap: 0.3653 Eh
- 2S+1: 1

natural (NBO) atomic charge list, values in e, 4 entries: number 1, C, carries -0.64; number 2, C, carries -0.08; number 3, C, carries -0.53; number 4, S, carries -0.06

[6]
Computed, not measured: a 6-piece molecular cluster, C34H39N5O8 overall, with ωB97M-V/def2-TZVPD.

The geometry in XYZ format:
```
86
Properties=species:S:1:pos:R:3
O -4.262 -1.252 2.763
C -3.287 -2.158 2.875
O -2.012 -1.661 3.492
C -3.364 -3.743 2.467
C -3.474 -4.046 0.860
C -4.193 -2.870 -0.026
C -3.108 -1.808 -0.729
O -3.487 -0.503 -0.638
O -1.891 -2.243 -1.430
C -0.664 -1.937 -0.684
O -0.548 -2.586 0.631
O -0.460 -0.472 -0.437
C 0.699 -2.401 -1.535
C 0.540 -3.850 -2.283
C 0.520 -5.151 -1.277
O -0.461 -6.079 -1.405
O 1.593 -5.340 -0.274
H -1.377 -1.356 2.780
H -4.205 -4.315 3.078
H -2.339 -4.237 2.827
H -2.454 -4.344 0.345
H -4.167 -5.013 0.754
H -5.075 -2.309 0.521
H -4.704 -3.421 -0.954
H 0.351 -3.022 0.741
H -1.020 -0.321 0.403
H 0.851 -1.542 -2.349
H 1.675 -2.375 -0.871
H 1.515 -3.981 -2.959
H -0.373 -3.841 -3.045
H 1.353 -6.047 0.396
N -4.966 3.875 0.852
C -6.301 4.018 1.004
C -7.142 2.998 1.419
C -6.583 1.754 1.692
C -5.212 1.576 1.544
C -4.452 2.657 1.126
H -6.689 5.006 0.775
H -8.207 3.170 1.526
H -7.211 0.930 2.019
H -4.746 0.618 1.748
H -3.377 2.569 0.999
N 0.328 -5.214 6.836
C -0.451 -4.627 5.901
C -1.124 -3.432 6.098
C -0.996 -2.800 7.331
C -0.203 -3.382 8.315
C 0.434 -4.577 8.022
H -0.521 -5.159 4.957
H -1.733 -3.004 5.310
H -1.510 -1.863 7.523
H -0.083 -2.915 9.286
H 1.067 -5.068 8.756
N 1.897 2.615 -2.651
C 2.630 3.705 -2.331
C 2.930 4.076 -1.030
C 2.447 3.287 0.008
C 1.688 2.159 -0.290
C 1.444 1.867 -1.622
H 2.981 4.290 -3.175
H 3.525 4.961 -0.831
H 2.660 3.547 1.041
H 1.297 1.524 0.496
H 0.860 0.996 -1.906
N 6.957 2.233 -0.029
C 7.370 0.965 0.188
C 6.726 -0.152 -0.318
C 5.586 0.039 -1.092
C 5.135 1.333 -1.331
C 5.848 2.388 -0.785
H 8.262 0.868 0.800
H 7.104 -1.148 -0.114
H 5.054 -0.813 -1.505
H 4.249 1.516 -1.930
H 5.538 3.416 -0.947
N 2.447 5.157 -5.579
C 3.407 4.983 -6.513
C 3.328 5.487 -7.801
C 2.196 6.212 -8.157
C 1.189 6.406 -7.217
C 1.359 5.866 -5.953
H 4.269 4.408 -6.189
H 4.131 5.319 -8.510
H 2.098 6.621 -9.158
H 0.293 6.966 -7.463
H 0.603 5.993 -5.183
```

- HOMO energy: -9.220 eV
- Net charge: 0
- Maximum force: 0.177 hartree/bohr
- HOMO-LUMO gap: 0.3272 Eh
- 2S+1: 1
- SMILES: O=C(O)CCCC(=O)OC(O)(O)CCC(=O)O.c1ccncc1.c1ccncc1.c1ccncc1.c1ccncc1.c1ccncc1

Mulliken atomic charge list, values in e, 4 entries: number 1, O, carries -0.53; number 2, C, carries 0.44; number 3, O, carries -0.44; number 4, C, carries -0.19